{"formula": "C3H11N3", "method": "ωB97M-V/def2-TZVPD", "species": ["C", "C", "N", "H", "H", "H", "H", "H", "N", "C", "N", "H", "H", "H", "H", "H", "H"], "xyz": [[-2.09605, -2.04610, -2.23561], [-3.30424, -1.55387, -1.90315], [-3.47044, -0.31200, -1.31284], [-1.23393, -1.55790, -1.79635], [-2.07034, -3.11358, -2.43565], [-4.17265, -2.04943, -2.30559], [-3.03835, -0.02612, -0.45515], [-4.37194, 0.11106, -1.44899], [3.19794, 2.16189, 2.19420], [3.12612, 1.00042, 1.28620], [1.90481, 0.24709, 1.43814], [2.60436, 2.90896, 1.84800], [4.12106, 2.58401, 2.20390], [3.96769, 0.34363, 1.49508], [3.22441, 1.36963, 0.26003], [1.13455, 0.87656, 1.63086], [1.96549, -0.27013, 2.27987]], "lumo_ev": 1.027, "homo_lumo_gap_ha": 0.341, "relative_energy_ev": 1.686}